# 1
ORCA calculation (the ωB97M-V functional and the def2-TZVPD basis) on a single C3H7PSi molecule.

2S+1: 1
E_LUMO (spin up / spin down), Eh: -0.05138 / -0.06533
ΔE to the lowest compared entry with this formula, charge and spin, kcal/mol: 77.2

Atoms and positions in Å:
C1 1.3335 -0.5392 -0.2414
C2 0.2461 -0.9517 -0.6070
C3 2.6879 -0.2473 0.1473
Si1 -2.3698 0.6723 -0.0746
P1 -1.3368 -1.4381 -0.4655
H1 3.2025 -0.1895 -0.8005
H2 2.7248 0.7197 0.5683
H3 3.1426 -1.0325 0.9489
H4 -1.2726 0.2686 1.2481
H5 -1.8400 2.0801 -0.1116
H6 -3.5588 0.1627 0.7981
H7 -2.9595 0.4948 -1.4101

Atom charges from the Mulliken analysis, given in e for atoms 1 to 4: 0.67, -0.22, -1.01, 0.18

---

# 2
ORCA calculation (the ωB97M-V functional and the def2-TZVPD basis) on a single C3H8BN molecule.

2S+1: 3
E_LUMO (spin up / spin down), Eh: 0.02534 / -0.12749
ΔE to the lowest compared entry with this formula, charge and spin, kcal/mol: 21.0

Atoms and positions in Å:
B1 -2.2675 -0.1333 0.1570
C1 1.3126 -0.7669 -0.0368
C2 1.4135 0.7078 0.0028
C3 0.1176 0.0577 0.4784
N1 -1.0589 0.1783 -0.3439
H1 -3.2060 -0.2438 -0.4744
H2 -2.1361 -0.6442 1.2764
H3 1.2347 -1.3185 -1.0225
H4 1.8745 -1.3499 0.7250
H5 2.1284 1.0242 0.7632
H6 1.3635 1.2377 -0.9728
H7 -0.2366 -0.1325 1.5396
H8 -0.8871 0.7200 -1.4739

Atom charges from the Mulliken analysis, given in e for atoms 1 to 4: 0.24, -0.38, -0.71, -0.13

---

# 3
ORCA calculation (the ωB97M-V functional and the def2-TZVPD basis) on 2 unconnected molecules or ions with the total composition C3H8BNO2.

2S+1: 1
E_LUMO, Eh: 0.01868
SMILES string: C=C(C)N.O=BO
ΔE to the lowest compared entry with this formula, charge and spin, kcal/mol: 35.6

Atoms and positions in Å:
C1 0.7259 -1.0249 0.0387
C2 -0.2889 -0.2251 -0.2546
C3 -1.0886 0.3593 0.9051
N1 -0.5549 0.0677 -1.5861
H1 1.0740 -1.7052 -0.7316
H2 1.0122 -1.2375 1.0189
H3 -1.8076 -0.4333 1.1995
H4 -0.5353 0.5554 1.7859
H5 -1.6564 1.1622 0.4789
H6 -0.7128 -0.6539 -2.3189
H7 -1.2890 0.6925 -1.8730
O1 4.9573 0.0411 -0.5853
B1 3.9422 0.2719 0.0049
O2 2.9072 0.6462 0.6463
H8 2.0934 0.0007 0.7632

Atom charges from the Mulliken analysis, given in e for atoms 1 to 4: -1.63, 1.01, -1.10, -0.52

---

# 4
ORCA calculation (the ωB97M-V functional and the def2-TZVPD basis) on 2 unconnected molecules or ions with the total composition C3H8BNO2.

2S+1: 1
E_LUMO, Eh: 0.00118
ΔE to the lowest compared entry with this formula, charge and spin, kcal/mol: 62.6

Atoms and positions in Å:
B1 -1.4871 -0.2442 -0.2742
C1 1.1966 -0.5159 -0.1488
C2 1.4460 0.9523 0.0908
C3 -0.1296 -0.8505 0.3759
N1 1.9405 -1.1351 -0.9070
O1 -1.4401 1.0250 -0.7237
O2 -2.6905 -0.9754 -0.0952
H1 1.8070 1.1855 1.1359
H2 2.1502 1.4015 -0.5309
H3 0.4826 1.3179 -0.0620
H4 -0.2986 -1.9242 0.6805
H5 -0.2164 0.1350 1.6405
H6 1.6563 -2.1716 -0.9047
H7 -2.1635 1.4616 -0.9814
H8 -3.3684 -0.6293 -0.8246

Atom charges from the Mulliken analysis, given in e for atoms 1 to 4: 0.64, 1.04, -1.21, -0.91

---

# 5
ORCA calculation (the ωB97M-V functional and the def2-TZVPD basis) on a single C3H8BO2P molecule.

2S+1: 1
E_LUMO, Eh: 0.02622
SMILES string: CB1OCPCO1
ΔE to the lowest compared entry with this formula, charge and spin, kcal/mol: 0.0

Atoms and positions in Å:
C1 -2.3249 0.0159 -0.3084
B1 -0.7592 0.1188 -0.2072
O1 -0.0853 1.3244 -0.2302
C2 1.3118 1.3214 0.6004
P1 2.3107 0.0635 -0.4105
C3 1.2111 -1.3810 0.1174
O2 -0.1382 -1.0450 0.0530
H1 -2.8777 0.9622 -0.5742
H2 -2.6227 -0.2863 0.8400
H3 -2.6314 -0.8415 -0.9453
H4 1.4613 2.3902 0.4976
H5 1.0504 0.9509 1.5466
H6 1.3872 0.3271 -1.4886
H7 1.3923 -1.7544 1.1287
H8 1.3148 -2.1664 -0.6192

Atom charges from the Mulliken analysis, given in e for atoms 1 to 4: -0.77, 0.73, -0.53, -0.37

---

# 6
ORCA calculation (the ωB97M-V functional and the def2-TZVPD basis) on 2 unconnected molecules or ions with the total composition C3H8Cl2FOPSi.

2S+1: 1
E_LUMO (spin up / spin down), Eh: -0.04964 / -0.04961
ΔE to the lowest compared entry with this formula, charge and spin, kcal/mol: 41.1

Atoms and positions in Å:
C1 -1.8969 0.9518 -0.0804
C2 0.3999 0.3674 2.2705
C3 1.0911 0.3095 -0.7774
O1 0.2296 -3.0009 -0.3007
F1 0.4134 2.6171 0.6606
Si1 -0.1209 1.0582 0.6020
P1 0.4762 -2.1277 -1.4899
Cl1 -0.9161 -2.3335 -2.9170
Cl2 2.1481 -2.4143 -2.6939
H1 -2.6981 1.2480 0.5845
H2 -1.8375 1.6501 -1.0478
H3 -2.1197 -0.0366 -0.6212
H4 1.4372 0.2600 2.2397
H5 0.2313 1.0424 3.0948
H6 0.0349 -0.5573 2.5504
H7 2.1017 0.1833 -0.2790
H8 1.0259 0.7826 -1.7952

Atom charges from the Mulliken analysis, given in e for atoms 1 to 4: -0.88, -1.14, -0.77, -0.50

---

# 7
ORCA calculation (the ωB97M-V functional and the def2-TZVPD basis) on 2 unconnected molecules or ions with the total composition C3H8Cl2N2.

2S+1: 1
E_LUMO, Eh: 0.02934
ΔE to the lowest compared entry with this formula, charge and spin, kcal/mol: 44.1

Atoms and positions in Å:
C1 -1.1880 -1.1473 0.0121
C2 0.9790 -0.6627 0.9909
C3 0.3716 0.3281 -1.1038
N1 1.6155 1.7165 -0.3777
N2 -0.0214 -0.2828 0.0701
Cl1 1.7059 -2.3046 0.6716
Cl2 1.4011 -0.5619 -2.2162
H1 -1.4823 -1.3889 1.0319
H2 -2.0075 -0.6272 -0.4828
H3 -0.9738 -2.0773 -0.5226
H4 0.5580 -0.7254 1.9947
H5 1.7919 0.0605 0.9361
H6 -0.4082 0.8565 -1.6351
H7 0.9388 2.4367 -0.1401
H8 2.0725 2.0112 -1.2368

Atom charges from the Mulliken analysis, given in e for atoms 1 to 4: -0.95, -0.56, -0.10, -0.70

---

# 8
ORCA calculation (the ωB97M-V functional and the def2-TZVPD basis) on a molecular structure, C3H8ClCrO3S.

2S+1: 6
E_LUMO (spin up / spin down), Eh: -0.05808 / -0.04750

Atoms and positions in Å:
Cr1 -1.0946 -4.5690 -5.5252
Cl1 -0.7332 -3.5350 -3.1934
O1 -1.6103 0.1847 -1.0879
S1 -0.1620 0.0440 -1.0336
O2 0.6502 0.2450 -2.1861
O3 0.3949 1.0785 0.1018
C1 -0.2484 1.2544 1.3782
C2 0.4733 2.3252 2.0171
C3 0.4217 -1.4737 -0.1470
H1 -0.1730 0.3088 1.9150
H2 -1.3008 1.5256 1.2949
H3 0.3213 3.2795 1.5128
H4 1.5330 2.0946 2.1269
H5 0.0485 2.4827 3.0085
H6 0.1237 -1.4796 0.9015
H7 1.4838 -1.5289 -0.3854
H8 -0.1280 -2.2368 -0.6980

Atom charges from the Mulliken analysis, given in e for atoms 1 to 4: 0.51, -0.55, -0.63, 1.16

---

# 9
ORCA calculation (the ωB97M-V functional and the def2-TZVPD basis) on a single C3H8ClFNPS molecule.

2S+1: 1
E_LUMO, Eh: -0.03076
SMILES string: CN(C)[P@@](F)(=S)CCl
ΔE to the lowest compared entry with this formula, charge and spin, kcal/mol: 53.1

Atoms and positions in Å:
C1 -0.6221 1.0642 1.5036
N1 -0.3005 0.7549 0.1136
C2 -1.4370 0.7050 -0.7873
P1 1.0934 -0.0682 -0.2399
F1 1.2808 0.3383 -1.7827
S1 3.4521 0.5931 0.4872
C3 0.8879 -1.8843 -0.5605
Cl1 1.1471 -2.6384 1.0600
H1 0.2231 0.8115 2.0515
H2 -0.6511 2.0668 1.7790
H3 -1.5081 0.6127 1.7131
H4 -1.8716 1.5849 -0.6612
H5 -1.1330 0.7043 -1.8101
H6 -2.1385 -0.1864 -0.7066
H7 1.6829 -2.2154 -1.3143
H8 -0.1055 -2.2431 -0.8454

Atom charges from the Mulliken analysis, given in e for atoms 1 to 4: -1.00, 0.12, -1.09, 0.21

---

# 10
ORCA calculation (the ωB97M-V functional and the def2-TZVPD basis) on a gas-phase ion, C3H8ClIN3 (charge +1).

2S+1: 1
E_LUMO, Eh: -0.13135
Charge: +1
SMILES string: [H]/N=C(\Cl)[C@@H]([NH3+])[C@H](N)I
ΔE to the lowest compared entry with this formula, charge and spin, kcal/mol: 16.8

Atoms and positions in Å:
H1 2.4598 -1.7143 -1.0707
N1 1.6740 -1.3354 -0.5162
C1 0.5078 -1.2385 -0.9786
Cl1 0.1183 -1.7000 -2.6096
C2 -0.6031 -0.6264 -0.0735
N2 -0.1101 -0.5290 1.2593
C3 -0.8428 0.9957 -0.3801
N3 0.2592 1.6200 0.3494
I1 -2.7506 1.4778 0.4111
H2 -1.5039 -1.1983 -0.4353
H3 -0.6260 -0.7952 2.0800
H4 0.7690 -0.9909 1.4970
H5 0.1946 0.5721 1.2479
H6 -0.6318 1.1660 -1.3345
H7 0.0427 2.4370 0.8376
H8 1.0429 1.8594 -0.2838

Atom charges from the Mulliken analysis, given in e for atoms 1 to 4: 0.31, -0.55, 0.31, -0.12

---

# 11
ORCA calculation (the ωB97M-V functional and the def2-TZVPD basis) on a gas-phase ion, C3H8ClN2 (charge +1).

2S+1: 1
E_LUMO, Eh: -0.14947
Charge: +1
SMILES string: CCNC(=[NH2+])Cl
ΔE to the lowest compared entry with this formula, charge and spin, kcal/mol: 2.9

Atoms and positions in Å:
C1 -1.8935 0.8118 -0.2090
C2 -0.7311 0.1301 0.4949
N1 0.3413 0.2203 -0.5697
C3 1.5557 -0.2912 -0.3485
N2 1.8771 -1.1024 0.7082
Cl1 2.7823 0.0545 -1.4805
H1 -2.3087 0.1912 -0.9906
H2 -2.6941 0.8716 0.4962
H3 -1.6209 1.9042 -0.5174
H4 -0.4831 0.6294 1.4635
H5 -0.9252 -0.9732 0.6775
H6 0.1068 0.5065 -1.5286
H7 1.0895 -1.5601 1.1143
H8 2.9039 -1.3925 0.6896

Atom charges from the Mulliken analysis, given in e for atoms 1 to 4: -1.43, -0.30, -0.13, 0.61

---

# 12
ORCA calculation (the ωB97M-V functional and the def2-TZVPD basis) on a molecular structure, C3H8ClN2O.

2S+1: 1
E_LUMO (spin up / spin down), Eh: -0.20236 / -0.11997
Charge: +1
ΔE to the lowest compared entry with this formula, charge and spin, kcal/mol: 137.7

Atoms and positions in Å:
C1 -0.2230 0.6464 0.7431
C2 0.7834 0.0414 -0.0194
C3 -3.7053 -0.3012 -0.8879
N1 1.1686 0.0032 -1.2461
N2 2.3557 0.0660 1.0597
O1 -0.0589 -0.7934 0.5203
Cl1 -3.2743 0.4304 0.5033
H1 0.0137 0.9246 1.7401
H2 -4.3832 -1.1904 -0.9105
H3 -3.3537 0.0958 -1.8514
H4 1.6956 0.7609 -1.6961
H5 1.1576 -0.8216 -1.7712
H6 2.2261 0.7500 1.8059
H7 3.2418 0.2550 0.5849
H8 2.3558 -0.8671 1.4253

Atom charges from the Mulliken analysis, given in e for atoms 1 to 4: -0.67, 1.12, -0.49, -0.33

---

# 13
ORCA calculation (the ωB97M-V functional and the def2-TZVPD basis) on 2 unconnected molecules or ions with the total composition C3H8ClO3PSi.

2S+1: 1
E_LUMO (spin up / spin down), Eh: 0.12331 / 0.13721
Charge: -2
ΔE to the lowest compared entry with this formula, charge and spin, kcal/mol: 103.9

Atoms and positions in Å:
C1 0.9575 0.0077 1.4781
C2 -0.1919 -1.0949 -0.4220
C3 -0.3333 -0.6107 0.9799
O1 0.2415 2.7406 -0.3259
O2 -2.9997 -0.2915 0.4896
O3 -2.2769 1.0956 2.3098
Si1 -1.1574 2.1585 -0.4409
P1 -1.8087 0.3682 1.0961
Cl1 7.8155 -5.0358 -5.7787
H1 0.9261 0.4909 2.5105
H2 1.7598 -0.8086 1.4062
H3 1.2795 0.8324 0.8735
H4 -1.0034 -1.8023 -0.5767
H5 0.6986 -1.7260 -0.5459
H6 -0.1883 -0.1762 -1.1943
H7 -1.3541 1.0342 -1.4737
H8 -2.3648 2.8178 -0.3856

Atom charges from the Mulliken analysis, given in e for atoms 1 to 4: -1.08, -0.99, 0.38, -0.58

---

# 14
ORCA calculation (the ωB97M-V functional and the def2-TZVPD basis) on a molecular structure, C3H8CsO.

2S+1: 2
E_LUMO (spin up / spin down), Eh: -0.26629 / -0.51718
Charge: +2
ΔE to the lowest compared entry with this formula, charge and spin, kcal/mol: 1.4

Atoms and positions in Å:
Cs1 -6.6730 9.8259 -31.8611
C1 -3.3590 5.8930 -32.8376
C2 -4.6047 6.7532 -33.1065
C3 -5.8643 5.8972 -33.4257
O1 -4.7782 7.6593 -32.0170
H1 -2.4202 6.4467 -32.8231
H2 -3.1899 5.2451 -33.6977
H3 -3.5597 5.3566 -31.9101
H4 -4.3760 7.4324 -33.9278
H5 -5.8948 5.1417 -32.6405
H6 -5.6743 5.5474 -34.4404
H7 -6.7628 6.5006 -33.2969
H8 -3.9326 7.5571 -31.5742

Atom charges from the Mulliken analysis, given in e for atoms 1 to 4: 1.06, -1.43, 0.42, -0.91

---

# 15
ORCA calculation (the ωB97M-V functional and the def2-TZVPD basis) on 2 unconnected molecules or ions with the total composition C3H8F2N2.

2S+1: 1
E_LUMO (spin up / spin down), Eh: 0.02780 / 0.02781
ΔE to the lowest compared entry with this formula, charge and spin, kcal/mol: 86.4

Atoms and positions in Å:
C1 -2.0316 0.7827 -0.1305
C2 1.3488 -1.2089 1.2718
C3 0.2065 0.2087 -1.1227
N1 -0.7403 1.1700 -0.8165
N2 1.6427 -0.0071 0.5985
F1 -0.2738 -0.9395 -1.3666
F2 1.0668 0.7190 -2.0733
H1 -2.6717 0.5736 -0.9910
H2 -1.8191 -0.1196 0.3322
H3 -2.3690 1.5305 0.6088
H4 1.6959 -1.2640 2.3132
H5 0.2979 -1.2552 1.3149
H6 1.7114 -2.1264 0.6803
H7 -0.2853 2.0609 -0.4235
H8 2.2209 -0.1245 -0.1956

Atom charges from the Mulliken analysis, given in e for atoms 1 to 4: -0.71, -0.49, 0.54, -0.30

---

# 16
ORCA calculation (the ωB97M-V functional and the def2-TZVPD basis) on 2 unconnected molecules or ions with the total composition C3H8F2P.

2S+1: 1
E_LUMO (spin up / spin down), Eh: -0.32231 / -0.32221
Charge: +1
ΔE to the lowest compared entry with this formula, charge and spin, kcal/mol: 130.5

Atoms and positions in Å:
C1 0.1857 -0.1670 2.0628
C2 -0.2127 -0.7179 -2.1430
C3 -0.5357 0.5184 0.9414
F1 -0.2093 1.7450 -1.6464
F2 2.8573 -0.0132 -0.0248
P1 0.1461 0.4219 -0.8191
H1 1.0840 0.4482 2.1504
H2 -0.5827 0.0255 2.9601
H3 0.2362 -1.2225 2.0831
H4 -0.3574 -0.2866 -3.1928
H5 -1.1538 -1.2098 -2.0042
H6 0.5730 -1.4731 -2.2254
H7 -0.4035 1.5443 1.1113
H8 -1.6273 0.3869 0.7468

Atom charges from the Mulliken analysis, given in e for atoms 1 to 4: -0.91, -0.86, -0.50, -0.18

---

| no. | calculated total energy (Ha) |
| --- | --- |
| 1 | -749.1132 |
| 2 | -198.4479 |
| 3 | -349.2318 |
| 4 | -349.1889 |
| 5 | -635.8167 |
| 6 | -1845.5226 |
| 7 | -1148.9361 |
| 8 | -2247.5969 |
| 9 | -1473.3981 |
| 10 | -1040.9749 |
| 11 | -688.5578 |
| 12 | -763.5784 |
| 13 | -1435.9156 |
| 14 | -213.7604 |
| 15 | -428.2177 |
| 16 | -659.7376 |